1.
C15H11F6I2MgN3O5S2 as an isolated structure, computed with ωB97M-V with the def2-TZVPD basis set.

Structure (XYZ):
```
45
Properties=species:S:1:pos:R:3:forces:R:3:lowdin_charge:R:1
Mg 0.5277 0.2590 0.9815 0.0 0.0 0.1 0.64
I -4.1317 2.7891 -3.8704 0.0 0.0 0.0 0.84
C -2.6624 2.6035 -2.4004 0.0 0.0 0.0 -0.76
C -1.3438 2.9196 -2.6951 0.0 0.0 0.0 -0.23
C -0.3681 2.7607 -1.7261 0.0 0.0 0.0 -0.64
I 1.6264 3.1442 -2.1823 0.0 0.0 0.0 0.94
C -0.6638 2.2790 -0.4360 0.0 0.0 0.0 -0.46
O 0.2570 2.0831 0.4691 0.0 0.0 0.0 -0.19
C -2.0164 1.9516 -0.1788 0.0 0.0 0.0 -0.17
C -2.3319 1.3107 1.1412 0.0 0.0 0.0 -0.12
N -1.6667 -0.0146 1.2471 0.0 0.0 0.0 -0.08
C -2.1322 -0.9715 0.2333 0.0 0.0 0.0 -0.11
C -1.2973 -0.8966 -1.0282 0.0 0.0 0.1 -0.25
C -1.8524 -1.0119 -2.2904 0.0 0.0 0.0 0.00
C -1.0165 -0.9609 -3.3943 0.0 0.0 0.0 -0.03
C 0.3482 -0.8071 -3.2053 0.0 0.0 0.0 -0.03
C 0.8237 -0.6924 -1.9130 0.0 0.0 0.0 -0.10
N 0.0187 -0.7367 -0.8475 0.0 0.1 0.0 0.07
C -2.9947 2.1205 -1.1452 0.0 0.0 0.0 -0.13
H -1.0720 3.2787 -3.6784 0.0 0.0 0.0 0.08
H -1.9567 1.9218 1.9636 0.0 0.0 0.0 0.13
H -3.4155 1.2007 1.2530 0.0 0.0 0.0 0.13
H -1.8375 -0.3952 2.1711 0.0 0.0 0.0 0.13
H -2.0321 -1.9786 0.6461 0.0 0.0 0.0 0.13
H -3.1869 -0.8192 -0.0157 0.0 0.0 0.0 0.13
H -2.9238 -1.1089 -2.4041 0.0 0.0 0.0 0.12
H -1.4298 -1.0264 -4.3922 0.0 0.0 0.0 0.12
H 1.0330 -0.7495 -4.0388 0.0 0.0 0.0 0.11
H 1.8760 -0.5385 -1.7090 0.0 0.0 0.0 0.11
H -4.0207 1.8543 -0.9183 0.0 0.0 0.0 0.10
F 0.9769 -3.0934 1.0059 0.0 0.0 0.0 0.13
C 0.9818 -3.3082 2.3270 0.0 0.0 0.0 -0.67
F -0.2788 -3.4835 2.7280 0.0 0.0 0.0 0.14
F 1.6821 -4.3956 2.5916 0.0 0.0 0.0 0.17
S 1.6852 -1.8322 3.1741 -0.2 0.3 -0.2 0.64
O 0.7541 -0.7880 2.7170 0.1 -0.1 0.2 -0.34
O 1.7014 -2.1172 4.5632 0.0 0.0 0.0 -0.22
N 3.1106 -1.7144 2.5625 0.1 0.0 0.0 -0.27
S 3.5934 -0.7685 1.4066 -0.1 0.0 0.1 0.65
O 4.5332 -1.4062 0.5553 0.0 0.0 0.0 -0.22
O 2.5132 -0.0180 0.7684 0.1 -0.1 -0.1 -0.33
C 4.4917 0.5471 2.3248 0.0 0.0 0.0 -0.68
F 4.9109 1.4670 1.4679 0.0 0.0 0.0 0.17
F 5.5277 0.0362 2.9705 0.0 0.0 0.0 0.17
F 3.6587 1.1063 3.2009 0.0 0.0 0.0 0.15
```
Forces are in eV/Å.

Summary:
2S+1: 1
gap between HOMO and LUMO: 7.96 eV
net charge: 0
LUMO level: -0.06 eV


2.
A 2-piece molecular cluster, C6H6NO overall, computed with ωB97M-V with the def2-TZVPD basis set.

Structure (XYZ):
```
14
Properties=species:S:1:pos:R:3:forces:R:3:lowdin_charge:R:1
C 3.8472 -0.5797 -0.3856 -3.0 1.0 0.7 0.02
C -2.1026 -0.6042 -0.7944 -0.2 0.7 0.2 0.04
C -0.9078 0.0713 -0.8251 -1.3 -0.3 -1.1 0.06
C -2.3385 -0.8619 0.5841 -2.5 -2.2 -0.6 -0.02
C -0.4742 0.3189 0.4755 0.7 -1.0 0.9 -0.25
C 0.5722 0.8530 1.1206 -0.4 -0.6 0.5 0.24
N 2.7824 -0.2042 -0.1899 0.5 -0.1 -0.6 0.09
O -1.3827 -0.4291 1.2739 1.0 1.3 2.4 0.09
H 4.7668 -0.9841 -0.3219 2.8 -1.1 -0.3 0.04
H -2.7456 -0.6609 -1.6640 0.0 -0.7 0.3 0.14
H -0.4943 0.2900 -1.7713 0.8 0.8 -0.5 0.14
H -3.1667 -1.4841 1.1611 1.8 1.6 -1.5 0.21
H 1.4013 1.2957 0.5605 -0.6 0.1 0.6 0.07
H 0.5468 0.6687 2.2272 0.4 0.6 -1.1 0.14
```
Forces are in eV/Å.

Summary:
2S+1: 1
gap between HOMO and LUMO (alpha / beta): 9.00 / 9.00 eV
net charge: +1
LUMO level (alpha / beta): -6.09 / -6.09 eV


3.
A 2-piece molecular cluster, C2H5N2O3 overall, computed with ωB97M-V with the def2-TZVPD basis set.

Structure (XYZ):
```
12
Properties=species:S:1:pos:R:3:forces:R:3:lowdin_charge:R:1
N -0.1999 -2.5198 -1.0406 -0.3 -0.8 0.2 0.09
C 0.2958 -1.3331 -0.4918 0.3 0.5 0.2 -0.83
O -0.0738 -1.0933 0.7024 0.3 -0.1 -0.4 -0.11
O 1.0618 -0.6520 -1.2025 0.0 -0.1 0.0 -0.08
H -1.0054 -2.9032 -0.5785 0.0 0.0 0.0 0.06
H -0.1258 -2.6875 -2.0246 0.1 0.3 -0.1 0.06
C -0.3300 2.2971 0.6076 -0.1 -0.5 0.2 -0.47
N 0.6217 1.4762 1.0949 -0.2 0.1 -0.2 0.10
O -1.4685 1.9690 0.3212 0.0 0.3 -0.1 -0.04
H -0.0158 3.3564 0.5027 0.1 0.0 0.1 0.10
H 0.5088 0.4194 0.9529 -0.2 0.5 0.2 0.06
H 1.5299 1.8944 1.2055 0.1 -0.2 -0.1 0.07
```
Forces are in eV/Å.

Summary:
2S+1: 1
gap between HOMO and LUMO: 8.69 eV
net charge: -1
LUMO level: 4.20 eV


4.
One molecule with the formula C19H15NO6S, computed with ωB97M-V with the def2-TZVPD basis set.

Structure (XYZ):
```
42
Properties=species:S:1:pos:R:3:forces:R:3:lowdin_charge:R:1
O -2.9964 -0.8191 -1.2537 2.4 2.5 2.7 -0.31
S -2.5444 0.1980 -0.2293 -2.1 -1.3 -2.6 0.85
O -3.5166 1.3056 -0.1217 2.2 -0.9 0.1 -0.31
C -2.4539 -0.6354 1.3834 0.6 0.4 0.5 -0.16
C -1.3751 -1.6774 1.4345 -0.4 1.0 0.3 -0.30
C -1.6007 -2.9810 1.0628 1.0 -0.8 0.0 -0.04
C -0.5790 -3.9199 1.2404 -0.6 0.6 0.0 -0.06
C 0.6306 -3.5545 1.8086 -0.5 0.5 -0.3 -0.07
C 0.8455 -2.2336 2.1790 -0.4 -0.1 -0.1 -0.05
C -0.1781 -1.3065 1.9998 1.5 -0.1 0.5 -0.05
N -0.8766 0.7839 -0.5299 -2.8 0.1 0.6 -0.03
C 0.1432 0.0665 -1.1602 0.5 -2.0 -0.8 -0.20
C 0.1197 -1.2084 -1.7585 -0.8 0.4 -0.1 0.06
C 1.2765 -1.6740 -2.3672 -1.2 0.7 0.6 -0.26
O 1.3094 -2.8611 -3.0304 -0.7 -0.9 -0.3 0.05
C 2.4454 -0.9057 -2.3467 1.0 0.8 0.7 -0.27
O 3.5826 -1.3383 -2.9483 -1.1 -2.3 -1.1 0.06
C 2.5239 0.2965 -1.6779 -2.0 -0.1 -0.2 0.08
C 1.3215 0.7904 -1.1344 0.7 -0.2 -0.2 -0.12
C 1.0323 2.0407 -0.5124 0.3 0.2 0.0 -0.14
C 1.9058 3.1048 -0.2988 -0.7 1.4 1.2 -0.01
C 1.4120 4.2228 0.3986 -0.6 0.1 0.0 0.01
C 0.0324 4.2684 0.7830 1.2 0.1 -0.6 -0.24
O -0.4808 5.4259 1.3223 1.0 -0.6 -0.2 0.07
C -0.8029 3.1873 0.5395 -1.7 -1.1 -0.2 -0.16
O -2.1250 3.3199 0.9786 0.6 -0.4 -0.7 0.01
C -0.3205 2.0314 -0.1362 0.6 1.6 0.9 -0.09
H -2.3003 0.1386 2.1814 -0.2 -0.5 -0.9 0.13
H -3.3930 -1.1455 1.5637 -0.5 0.4 -0.4 0.11
H -2.5234 -3.3096 0.6341 -0.5 0.1 -0.2 0.12
H -0.7977 -4.9302 0.9592 0.2 -0.4 -0.1 0.10
H 1.3876 -4.2838 1.9361 0.7 -0.6 0.2 0.09
H 1.7829 -1.9365 2.6293 0.0 0.0 0.0 0.11
H 0.0244 -0.2963 2.3471 -0.3 0.0 -0.2 0.12
H -0.8401 -1.7490 -1.8487 0.7 0.2 0.1 0.12
H 0.4100 -3.2743 -3.0412 1.2 0.6 0.0 0.14
H 3.2367 -2.1817 -3.3668 1.4 1.0 0.2 0.13
H 3.4157 0.8859 -1.7089 0.4 0.1 0.1 0.12
H 2.9498 3.0766 -0.6113 -0.3 -0.1 0.1 0.11
H 2.0205 5.1179 0.6477 -0.4 -0.8 -0.3 0.12
H -1.3819 5.2557 1.5886 -0.6 -0.2 0.1 0.09
H -2.7222 2.7049 0.4647 0.6 0.7 0.6 0.06
```
Forces are in eV/Å.

Summary:
SMILES: O=S(=O)(Cc1ccccc1)n1c2cc(O)c(O)cc2c2ccc(O)c(O)c21
2S+1: 1
gap between HOMO and LUMO: 7.97 eV
net charge: 0
LUMO level: 0.35 eV


5.
A 9-piece molecular cluster, C16H50O17 overall, computed with ωB97M-V with the def2-TZVPD basis set.

Structure (XYZ):
```
83
Properties=species:S:1:pos:R:3:forces:R:3:lowdin_charge:R:1
O -2.0893 -1.3528 -1.2472 -0.3 -0.5 -0.1 -0.06
C -2.2663 -0.2408 -2.0902 1.3 1.5 -0.5 -0.25
C -3.7003 0.0462 -2.4262 -1.8 -1.7 1.5 -0.28
O -3.9203 1.3382 -2.8582 1.2 1.5 -0.6 -0.04
H -1.1813 -1.7128 -1.2562 -0.5 0.8 -0.2 0.09
H -1.8433 0.6782 -1.6592 0.0 -0.1 0.3 0.09
H -1.7573 -0.3178 -3.0662 0.2 -0.4 0.4 0.11
H -4.4233 -0.1198 -1.5952 0.9 -0.4 0.0 0.13
H -3.9363 -0.6968 -3.1632 -0.6 -0.4 -0.8 0.11
H -4.8343 1.4772 -3.0922 -0.3 -0.2 -0.1 0.09
O -3.3333 1.2542 2.1818 0.3 0.0 1.8 -0.02
C -3.4083 1.5632 0.8528 0.0 -2.4 -3.0 -0.31
C -3.3533 2.9742 0.5888 0.3 1.3 -0.7 -0.27
O -2.0763 3.4562 0.8778 1.3 1.0 0.2 -0.05
H -2.6753 1.8532 2.5898 -0.5 -0.3 -0.3 0.10
H -2.5653 1.1162 0.2708 -0.3 -0.2 0.4 0.11
H -4.3183 1.1692 0.3438 0.3 -0.1 0.9 0.14
H -4.0473 3.3822 1.2488 -0.9 1.3 1.7 0.11
H -3.7413 3.3282 -0.3502 0.2 -0.4 -1.0 0.12
H -1.4283 3.2052 0.1898 -0.8 -0.2 0.4 0.06
O 2.9237 4.1262 -1.6212 -1.0 -1.5 -0.2 -0.03
C 1.6847 3.4482 -1.9092 1.9 -1.3 -2.1 -0.23
C 0.9777 3.1252 -0.6532 0.4 1.0 1.1 -0.28
O -0.0463 2.2182 -0.8812 -1.8 0.8 -3.3 -0.12
H 2.7757 5.0322 -1.7802 0.0 1.8 -0.2 0.06
H 0.9627 3.9952 -2.5522 0.6 0.3 0.1 0.14
H 1.9787 2.5262 -2.5632 -0.6 1.2 1.4 0.15
H 0.6027 4.0702 -0.2552 -0.3 0.2 0.2 0.14
H 1.5887 2.7362 0.1198 1.0 -0.6 0.5 0.10
H -0.3083 2.5172 -1.8292 -0.2 -1.4 2.1 0.16
O -1.3793 -2.9378 -6.0302 -1.4 -0.4 -0.4 -0.07
C -0.7573 -1.8328 -5.4432 2.6 -3.2 1.5 -0.22
C -0.0083 -2.4368 -4.1862 -2.3 1.0 -0.5 -0.25
O 0.6617 -1.3838 -3.5832 0.0 1.2 1.4 -0.07
H -2.1813 -3.0608 -5.4932 0.3 -0.4 -0.6 0.10
H 0.0487 -1.5228 -6.0912 -0.2 0.7 -0.4 0.12
H -1.4603 -1.1308 -5.1392 -0.9 1.8 0.3 0.08
H 0.7557 -3.0748 -4.4882 0.8 -1.9 -1.0 0.10
H -0.7483 -2.9928 -3.5192 0.8 0.8 -0.6 0.14
H 0.8037 -1.6488 -2.6732 0.5 0.4 0.4 0.07
O 2.1127 -3.7248 1.0248 1.5 -2.5 3.6 -0.02
C 2.4407 -2.9228 2.1528 -2.4 1.0 0.9 -0.22
C 2.5617 -3.6928 3.4958 -2.2 -1.0 -0.4 -0.23
O 2.6937 -2.8248 4.6138 -0.1 0.5 -0.5 -0.07
H 1.6977 -3.2608 0.3718 -1.5 2.3 -2.5 0.01
H 3.2777 -2.3328 1.8918 1.5 0.4 0.2 0.10
H 1.6557 -2.1148 2.4038 0.5 -1.2 -0.7 0.10
H 3.3407 -4.4078 3.4278 1.3 -0.3 0.4 0.10
H 1.6597 -4.3588 3.7498 0.8 1.0 -1.1 0.14
H 1.8367 -2.3598 4.6668 0.7 -0.4 0.1 0.07
O -1.2433 -3.3598 4.3818 -0.3 -2.9 -1.2 -0.02
C -2.2423 -3.1388 3.4228 -0.5 1.4 -0.1 -0.23
C -1.8453 -2.1128 2.3898 1.2 0.2 -1.1 -0.25
O -2.8773 -1.8738 1.4638 -1.5 -2.1 3.3 -0.02
H -1.0043 -2.5838 4.7908 0.6 2.8 1.5 0.03
H -2.3833 -4.0388 2.9068 -0.4 -1.5 -0.4 0.11
H -3.1893 -2.7888 3.8718 0.2 -0.3 -0.1 0.14
H -0.9073 -2.3808 1.8328 -0.6 -0.3 0.5 0.13
H -1.5743 -1.2128 2.9188 0.0 0.9 0.4 0.09
H -2.5543 -1.4158 0.7508 1.2 1.7 -2.9 -0.01
O 3.1427 -0.9638 -0.6422 -1.7 -4.8 3.2 -0.06
C 3.6107 -0.2608 -1.6462 0.5 3.6 -0.2 -0.30
C 4.2187 0.9492 -0.9032 2.1 -0.3 -2.7 -0.21
O 5.5367 0.5462 -0.4902 0.0 0.9 1.3 -0.07
H 2.3727 -0.5228 -0.2532 0.2 -0.3 -0.4 0.05
H 4.2127 -0.8358 -2.3742 0.2 0.4 0.7 0.15
H 2.7937 0.1772 -2.1502 -1.3 0.4 -1.7 0.08
H 3.6077 1.3572 -0.0782 0.5 -1.1 0.2 0.12
H 4.1837 1.8002 -1.5762 0.9 0.5 -0.4 0.09
H 6.1567 0.2192 -1.1612 -1.1 0.4 -0.2 0.09
O 1.0287 0.2182 2.4298 0.3 0.1 -0.3 -0.09
C 0.2617 1.4102 2.5308 0.2 0.8 0.7 -0.20
C 1.1227 2.5712 3.1098 -1.3 0.5 1.3 -0.19
O 0.4027 3.8022 3.2898 -1.0 -0.2 -0.7 -0.08
H 0.9197 -0.2498 3.2648 0.2 -0.1 -0.2 0.08
H -0.1333 1.7062 1.5628 0.1 -0.1 -0.2 0.09
H -0.5843 1.1182 3.1498 -0.3 0.8 0.2 0.12
H 1.9537 2.8412 2.5088 1.1 -0.6 -0.8 0.10
H 1.4187 2.3912 4.1358 0.7 -1.1 0.0 0.12
H 1.0587 4.4932 3.4008 0.0 0.1 0.0 0.08
O 0.4987 -0.3458 -0.3382 0.7 -2.7 -0.7 0.02
H 0.5927 -0.1568 0.5688 0.2 -0.3 2.5 0.00
H 0.1907 0.4662 -0.6352 -1.0 2.6 -1.5 -0.02
```
Forces are in eV/Å.

Summary:
SMILES: OCCO.OCCO.OCCO.OCCO.OCCO.OCCO.OCCO.OCCO.O
2S+1: 1
gap between HOMO and LUMO: 9.07 eV
net charge: 0
LUMO level: 0.05 eV


6.
C22H50InN3P3S as an isolated structure, computed with ωB97M-V with the def2-TZVPD basis set.

Structure (XYZ):
```
80
Properties=species:S:1:pos:R:3:forces:R:3:lowdin_charge:R:1
In -0.2558 -0.4769 0.1807 -0.6 0.4 0.9 0.25
P -0.1163 -2.9004 1.4491 -0.1 -0.3 0.0 0.74
P 2.3286 0.1009 1.1687 1.3 0.4 0.0 0.81
P -1.9680 -1.4006 -1.6867 -0.8 -0.3 -0.7 0.76
H 5.0093 3.9240 -6.7492 -0.4 0.1 -0.1 0.06
C 3.9670 4.1385 -7.0173 -0.3 0.6 0.2 -0.10
C 3.3399 5.2403 -6.5652 0.4 -0.6 -0.3 -0.08
H 3.8480 5.9578 -5.9070 -0.2 -0.3 -0.3 0.06
C 0.8935 -4.1483 0.5782 -0.1 0.1 0.1 -0.23
C 0.5173 -2.9424 3.1555 -0.1 0.1 0.0 -0.23
C -1.7641 -3.6608 1.5888 0.0 0.1 0.1 -0.24
C 2.8908 1.7537 0.6277 -0.4 0.1 -0.2 -0.24
C 2.5594 0.1276 2.9892 -0.6 0.0 0.3 -0.22
C 3.6543 -1.0188 0.5786 -0.4 -0.3 -0.3 -0.23
C -2.2210 -0.2579 -3.0851 0.2 0.3 0.2 -0.23
C -3.6462 -1.8044 -1.0965 -0.2 0.1 0.3 -0.22
C -1.4009 -2.9430 -2.4833 0.4 -0.1 0.3 -0.23
H 3.4769 3.4446 -7.7119 0.2 0.3 0.3 0.06
H 2.3182 5.4884 -6.8809 0.5 -0.1 0.2 0.06
H 0.8160 -5.1077 1.1102 0.1 0.2 -0.2 0.08
H 1.9417 -3.8243 0.5602 -0.2 -0.1 0.0 0.05
H 0.5392 -4.2678 -0.4528 0.1 0.0 0.2 0.04
H 0.3032 -3.9344 3.5743 0.1 0.2 0.0 0.08
H 0.0159 -2.1775 3.7629 0.1 -0.2 -0.1 0.04
H 1.5983 -2.7660 3.1685 -0.2 -0.1 0.0 0.05
H -1.6830 -4.5446 2.2332 -0.1 0.1 -0.2 0.07
H -2.1402 -3.9578 0.6025 0.1 0.0 0.2 0.04
H -2.4633 -2.9468 2.0411 0.1 -0.2 0.0 0.05
H 3.7482 2.0861 1.2303 -0.2 -0.2 -0.1 0.08
H 2.0604 2.4639 0.7347 0.3 0.0 0.0 0.04
H 3.1738 1.7245 -0.4331 0.0 0.0 0.3 0.05
H 3.5343 -0.2921 3.2741 -0.2 0.1 -0.2 0.08
H 1.7738 -0.4622 3.4811 0.3 0.2 0.0 0.01
H 2.5006 1.1590 3.3603 0.0 -0.2 -0.1 0.07
H 4.6528 -0.5787 0.7217 -0.4 0.0 0.1 0.08
H 3.4941 -1.2008 -0.4918 0.2 0.0 0.2 0.04
H 3.6072 -1.9821 1.1061 0.0 0.3 -0.1 0.05
H -2.9742 -0.6540 -3.7825 0.2 0.0 0.3 0.08
H -1.2725 -0.1103 -3.6146 -0.2 -0.1 0.0 0.05
H -2.5411 0.7207 -2.7064 0.0 -0.2 -0.1 0.05
H -4.1625 -2.4746 -1.7953 0.2 0.1 0.0 0.08
H -4.2404 -0.8883 -0.9931 0.2 -0.2 -0.1 0.04
H -3.6006 -2.2916 -0.1153 0.0 0.1 -0.2 0.04
H -1.9585 -3.1436 -3.4111 0.1 0.2 0.4 0.08
H -1.5170 -3.7981 -1.8020 0.0 0.2 -0.2 0.05
H -0.3354 -2.8470 -2.7251 -0.2 -0.1 -0.1 0.05
C 1.1482 1.7197 -2.5505 -0.3 -0.2 0.3 -0.66
C 1.5676 0.4793 -3.0881 0.6 -0.2 -0.1 -0.12
C 2.5678 0.4396 -4.0459 -0.4 -0.8 0.2 -0.03
C 3.1405 1.6177 -4.5362 -0.3 0.2 0.3 0.02
C 2.7237 2.8465 -4.0124 -0.1 0.5 0.1 -0.02
C 1.7441 2.9123 -3.0380 0.0 0.1 -0.2 -0.06
S -0.0649 1.8319 -1.3467 0.3 0.1 0.1 0.76
H 0.8899 -1.4047 -0.8707 0.6 -0.2 -0.3 0.06
H 1.1084 -0.4326 -2.7051 0.2 0.1 -0.3 0.05
H 2.8986 -0.5279 -4.4289 -0.1 0.3 0.0 0.13
H 3.8875 1.5842 -5.3231 -0.1 0.0 0.1 0.13
H 3.1621 3.7596 -4.4113 -0.1 -0.2 0.1 0.10
H 1.3926 3.8578 -2.6316 0.2 -0.1 -0.2 0.12
C -0.8200 1.7553 4.6690 0.0 0.2 -0.4 -0.04
N -1.9688 0.9427 4.2451 0.2 -0.1 -0.7 -0.20
C -2.2190 -0.2042 5.1250 -0.2 -0.2 0.2 -0.05
C -2.1675 0.7326 2.8554 -0.7 0.1 0.8 -0.38
N -1.1231 0.4837 2.0735 1.3 0.0 -0.3 0.05
N -3.4303 0.8151 2.4057 1.0 0.3 0.2 -0.12
C -4.5461 1.1481 3.2896 -0.4 0.0 0.2 0.01
C -3.6896 1.0488 0.9990 -0.3 -0.1 -0.4 -0.02
H -1.1248 2.3650 5.5346 0.2 -0.3 -0.3 0.11
H -0.5217 2.4370 3.8506 -0.2 -0.2 0.5 0.10
H 0.0498 1.1354 4.9619 -0.3 0.2 -0.1 0.08
H -2.7055 0.1475 6.0487 0.1 -0.3 -0.3 0.11
H -2.8695 -0.9377 4.6232 0.1 0.3 0.3 0.10
H -1.2694 -0.7043 5.4083 -0.4 0.2 -0.2 0.09
H -0.2961 0.5768 2.6790 -0.4 -0.2 -0.4 0.03
H -4.9409 2.1490 3.0504 0.2 -0.3 0.0 0.12
H -5.3487 0.4072 3.1593 0.3 0.2 0.0 0.11
H -4.1878 1.1369 4.3141 -0.3 0.1 -0.1 0.08
H -2.7803 0.8602 0.4167 -0.4 0.1 0.0 0.03
H -4.5087 0.3957 0.6635 0.3 0.3 0.1 0.10
H -3.9996 2.0997 0.8448 0.2 -0.4 0.1 0.13
```
Forces are in eV/Å.

Summary:
2S+1: 1
gap between HOMO and LUMO (alpha / beta): 4.53 / 3.37 eV
net charge: +3
LUMO level (alpha / beta): -10.87 / -12.04 eV


Calculated energy relative to the best compared isomer or geometry (same formula, charge and spin) in order - 0.0; 83.3; 71.2; 0.0; 559.4; 26.5 kJ/mol